Entry 1:
{"formula": "C21H53Cl3N6O18P2S4", "method": "ωB97M-V with the def2-TZVPD basis set", "gap_ev": 8.78, "e_homo_ev": -8.53, "total_charge": 0, "molar_mass_g_mol": 974.254, "symbols": ["Cl", "Cl", "Cl", "S", "S", "S", "S", "P", "P", "O", "O", "O", "O", "O", "O", "O", "O", "O", "O", "O", "O", "O", "O", "O", "O", "O", "O", "N", "N", "N", "N", "N", "N", "C", "C", "C", "C", "C", "C", "C", "C", "C", "C", "C", "C", "C", "C", "C", "C", "C", "C", "C", "C", "C", "H", "H", "H", "H", "H", "H", "H", "H", "H", "H", "H", "H", "H", "H", "H", "H", "H", "H", "H", "H", "H", "H", "H", "H", "H", "H", "H", "H", "H", "H", "H", "H", "H", "H", "H", "H", "H", "H", "H", "H", "H", "H", "H", "H", "H", "H", "H", "H", "H", "H", "H", "H", "H"], "positions_angstrom": [[3.49, 3.80, 1.69], [1.50, 4.76, -0.22], [0.80, 4.72, 2.54], [-1.79, -1.87, -1.36], [1.39, -5.97, -2.07], [1.85, -0.54, 0.97], [-2.26, -5.37, 2.49], [3.53, 3.25, -4.44], [-2.66, 1.13, 3.84], [-2.36, -6.45, 1.22], [2.31, -1.13, 2.49], [-1.45, 0.33, 3.95], [-3.20, -2.02, -2.14], [1.54, 0.85, 1.20], [1.83, -5.37, -3.54], [-2.08, -1.24, -0.12], [-2.49, -5.94, 3.78], [-0.79, -1.42, -2.29], [-2.99, -4.24, 2.00], [-0.04, -5.78, -1.90], [2.76, -0.93, -0.06], [-0.67, -5.18, 2.45], [2.00, -7.22, -1.92], [2.34, -4.92, -1.19], [-1.54, -3.49, -1.03], [3.61, 2.95, -5.87], [0.52, -1.43, 0.83], [-2.96, 2.00, 5.24], [-2.64, 2.23, 2.61], [2.41, 4.36, -4.03], [3.25, 1.96, -3.40], [-3.96, 0.20, 3.60], [4.93, 3.88, -3.95], [2.33, -3.70, -1.93], [-3.32, 3.51, 2.56], [-2.68, -4.23, -1.56], [2.24, 1.96, -2.42], [1.31, -2.05, 2.95], [5.13, 4.29, -2.57], [3.48, 0.59, -3.93], [1.97, -3.96, -3.42], [2.69, 5.73, -4.31], [-1.98, 2.89, 5.74], [-0.15, -5.77, 1.26], [-3.96, 1.52, 6.16], [-1.04, -6.93, 0.82], [-3.81, -1.28, 3.77], [-3.82, -3.17, -1.64], [1.06, 4.12, -4.55], [-2.27, 1.65, 1.29], [5.90, 4.56, -4.77], [1.79, 3.96, 1.30], [0.01, -1.75, 2.16], [-5.21, 0.80, 3.18], [1.47, 1.15, -2.62], [-0.56, -2.67, 2.10], [-4.31, 3.43, 2.08], [-0.66, -0.94, 2.50], [-4.98, 1.76, 5.85], [-0.26, -5.03, 0.46], [-3.59, 3.73, 3.58], [3.76, 0.74, -4.97], [1.07, 4.37, -5.63], [-3.89, -1.81, 2.84], [-4.61, -1.61, 4.43], [-2.30, 3.35, 6.65], [-3.84, 1.94, 7.15], [4.24, 0.01, -3.34], [-2.88, 2.24, 0.61], [1.24, -1.83, 4.02], [6.07, 3.87, -2.16], [5.28, 5.34, -2.49], [1.72, 2.91, -2.40], [2.65, 1.75, -1.44], [-1.74, 3.66, 5.00], [3.55, 6.16, -3.84], [-1.01, -7.05, -0.27], [-2.80, -1.46, 4.23], [5.86, 5.64, -4.62], [-5.63, 1.45, 3.96], [-3.94, 0.41, 6.17], [-5.98, 0.08, 3.00], [-0.84, -7.89, 1.33], [0.74, 3.10, -4.36], [0.46, 4.92, -4.08], [2.49, 0.14, -3.99], [1.34, 2.96, 1.25], [4.30, 4.00, -1.97], [-4.17, -3.03, -0.61], [2.94, 5.89, -5.37], [-1.23, 1.80, 0.99], [1.71, -2.96, -1.46], [-4.61, -3.49, -2.32], [5.73, 4.38, -5.82], [-1.03, 2.39, 5.98], [-2.62, -4.66, -2.53], [0.87, -6.08, 1.41], [-2.52, 0.60, 1.28], [3.26, -3.15, -1.80], [1.70, -3.07, 2.80], [1.82, 6.32, -4.05], [-3.03, -5.01, -0.89], [-2.73, 4.34, 2.18], [-5.08, 1.32, 2.23], [6.94, 4.16, -4.56], [2.75, -3.69, -4.17], [1.04, -3.56, -3.76]]}

***

Entry 2:
{"formula": "C21H53ClGaP2Si", "method": "ωB97M-V with the def2-TZVPD basis set", "gap_ev": 4.39, "e_homo_ev": -1.55, "total_charge": -1, "molar_mass_g_mol": 500.865, "symbols": ["Ga", "Cl", "P", "P", "Si", "C", "C", "C", "C", "C", "C", "C", "C", "C", "C", "C", "C", "C", "C", "C", "C", "C", "C", "C", "C", "C", "H", "H", "H", "H", "H", "H", "H", "H", "H", "H", "H", "H", "H", "H", "H", "H", "H", "H", "H", "H", "H", "H", "H", "H", "H", "H", "H", "H", "H", "H", "H", "H", "H", "H", "H", "H", "H", "H", "H", "H", "H", "H", "H", "H", "H", "H", "H", "H", "H", "H", "H", "H", "H"], "positions_angstrom": [[-0.13, -0.03, -0.88], [-0.19, 0.08, -3.11], [-0.49, -2.48, -0.78], [0.25, 2.54, -0.73], [0.38, -0.14, 2.61], [-0.60, 1.13, 3.60], [-0.20, -3.54, 0.71], [-1.05, 4.77, -1.76], [-1.28, -3.36, 1.77], [1.28, 3.31, 1.78], [-2.61, -4.03, -1.67], [-3.26, -1.86, -0.51], [-1.26, 3.32, 1.45], [2.28, 0.01, 2.65], [2.27, 4.11, -1.78], [1.97, -2.52, -2.26], [3.03, 1.89, -0.79], [-2.23, -2.57, -1.39], [0.57, -3.14, -2.14], [1.23, -3.31, 1.22], [0.12, 3.55, 0.82], [-2.35, 2.62, -1.95], [-0.95, 3.25, -1.94], [0.68, -4.67, -2.03], [1.91, 2.65, -1.52], [0.14, -1.53, 3.87], [1.48, -2.25, 1.40], [-0.46, 3.01, -2.88], [-2.23, -3.82, 1.51], [2.18, 4.73, -0.88], [-2.89, -1.09, 0.16], [-1.58, 0.28, -0.47], [1.44, -4.95, -1.29], [3.33, 4.15, -2.08], [-3.69, -4.07, -1.83], [-2.35, 1.66, -2.46], [2.43, 0.23, 3.71], [1.93, -1.57, -2.79], [0.18, 4.57, 0.46], [2.25, 3.64, 1.39], [-1.60, 2.26, 1.44], [3.60, 1.32, -1.52], [1.00, -5.03, -3.01], [-2.13, -4.41, -2.57], [-1.66, 1.10, 3.32], [-0.27, -4.55, 0.31], [-2.39, -4.69, -0.83], [-0.93, -3.81, 2.71], [-2.05, 3.90, 0.96], [-1.25, 3.63, 2.50], [-1.73, 5.01, -0.92], [-3.98, -1.37, -1.16], [-0.09, 5.26, -1.60], [0.57, -1.05, 4.73], [2.46, -2.33, -1.29], [-0.51, 0.76, 4.62], [2.71, 1.17, -0.03], [1.36, -0.24, -0.55], [-0.30, 2.16, 3.48], [-3.04, 3.28, -2.48], [0.63, -2.47, 3.58], [1.69, 4.55, -2.58], [1.70, 2.14, -2.46], [3.73, 2.59, -0.31], [2.72, -0.96, 2.42], [-2.76, 2.46, -0.94], [1.39, 2.25, 2.06], [2.62, -3.19, -2.82], [-2.13, -2.02, -2.33], [-3.82, -2.59, 0.11], [-0.26, -5.16, -1.78], [1.36, -3.82, 2.19], [1.08, 3.85, 2.72], [-0.01, -2.86, -3.01], [2.73, 0.78, 2.04], [2.00, -3.69, 0.54], [-1.50, -2.29, 1.99], [-1.48, 5.17, -2.67], [-0.91, -1.71, 3.99]]}

***

Entry 3:
{"formula": "C21H53HfN2O15", "method": "ωB97M-V with the def2-TZVPD basis set", "gap_ev": 1.57, "e_homo_ev": -14.90, "total_charge": 3, "molar_mass_g_mol": 752.144, "symbols": ["Hf", "O", "O", "O", "O", "O", "O", "O", "O", "O", "O", "O", "O", "O", "O", "O", "N", "N", "C", "C", "C", "C", "C", "C", "C", "C", "C", "C", "C", "C", "C", "C", "C", "C", "C", "C", "C", "C", "C", "H", "H", "H", "H", "H", "H", "H", "H", "H", "H", "H", "H", "H", "H", "H", "H", "H", "H", "H", "H", "H", "H", "H", "H", "H", "H", "H", "H", "H", "H", "H", "H", "H", "H", "H", "H", "H", "H", "H", "H", "H", "H", "H", "H", "H", "H", "H", "H", "H", "H", "H", "H", "H"], "positions_angstrom": [[-20.43, -9.31, -1.71], [-19.06, -10.43, 0.06], [-16.10, -10.53, 3.35], [-19.56, -15.01, 0.21], [-14.49, -9.25, -3.39], [-14.91, -15.27, -2.14], [-14.74, -16.40, -4.73], [-22.21, -17.27, 1.06], [-20.82, -11.56, -1.90], [-18.30, -7.99, -1.63], [-17.21, -11.48, -0.30], [-16.09, -9.07, 1.77], [-22.40, -9.81, -2.83], [-19.86, -8.01, 0.42], [-12.58, -8.11, -5.11], [-18.40, -10.62, -1.92], [-15.72, -10.12, 2.29], [-18.10, -10.83, -0.69], [-14.60, -10.86, 1.62], [-22.92, -18.27, 0.40], [-13.56, -8.27, -2.95], [-13.14, -7.38, -4.08], [-20.50, -12.76, -1.12], [-20.41, -15.72, 1.11], [-14.65, -16.36, -6.14], [-21.21, -11.88, -3.26], [-21.17, -16.75, 0.29], [-20.71, -8.06, 1.59], [-14.95, -10.05, -2.35], [-23.48, -8.92, -3.23], [-17.62, -7.78, -2.88], [-12.50, -7.40, -6.31], [-13.77, -15.97, -2.58], [-13.55, -16.03, -4.09], [-18.35, -14.61, 0.82], [-15.11, -14.04, -2.75], [-17.92, -7.10, -0.57], [-22.39, -11.01, -3.66], [-18.48, -7.67, 0.69], [-12.11, -7.98, -7.13], [-20.19, -12.55, -0.10], [-15.23, -14.12, -3.83], [-18.43, -6.15, -0.77], [-12.73, -16.76, -4.21], [-15.97, -13.49, -2.35], [-17.68, -14.21, 0.05], [-12.68, -8.79, -2.55], [-20.36, -7.36, 2.34], [-16.62, -7.37, -2.74], [-15.63, -16.57, -6.55], [-20.40, -11.52, -3.89], [-18.41, -6.94, 1.50], [-23.34, -11.53, -3.51], [-16.86, -6.88, -0.49], [-14.22, -15.40, -6.45], [-14.00, -6.77, -4.41], [-13.96, -17.13, -6.52], [-23.62, -8.12, -2.51], [-23.89, -18.46, 0.84], [-18.14, -7.02, -3.48], [-12.00, -6.42, -6.22], [-13.75, -10.80, 2.28], [-13.50, -7.04, -6.61], [-24.45, -9.42, -3.25], [-17.82, -15.37, 1.39], [-23.32, -8.56, -4.25], [-20.43, -17.51, -0.02], [-23.09, -18.09, -0.67], [-18.57, -13.77, 1.50], [-22.34, -19.21, 0.36], [-21.09, -15.05, 1.63], [-19.71, -13.35, -1.59], [-15.48, -10.93, -2.73], [-21.40, -12.94, -3.39], [-14.06, -10.43, -1.84], [-19.77, -16.25, 1.81], [-17.57, -8.70, -3.46], [-13.91, -16.97, -2.16], [-22.36, -10.72, -4.71], [-13.26, -15.03, -4.43], [-13.97, -7.70, -2.10], [-14.51, -10.37, 0.66], [-21.36, -13.44, -1.12], [-14.94, -11.89, 1.53], [-15.64, -9.57, -1.64], [-12.84, -15.56, -2.18], [-12.46, -6.63, -3.65], [-17.92, -8.56, 0.95], [-14.24, -13.40, -2.53], [-21.55, -16.29, -0.64], [-21.69, -7.67, 1.32], [-20.83, -9.06, 2.01]]}

***

Entry 4:
{"formula": "C21H53InN3Na2O9S", "method": "ωB97M-V with the def2-TZVPD basis set", "gap_ev": 1.43, "e_homo_ev": -14.51, "total_charge": 3, "molar_mass_g_mol": 684.532, "symbols": ["In", "S", "Na", "Na", "O", "O", "O", "O", "O", "O", "O", "O", "O", "N", "N", "N", "C", "C", "C", "C", "C", "C", "C", "C", "C", "C", "C", "C", "C", "C", "C", "C", "C", "C", "C", "C", "C", "H", "H", "H", "H", "H", "H", "H", "H", "H", "H", "H", "H", "H", "H", "H", "H", "H", "H", "H", "H", "H", "H", "H", "H", "H", "H", "H", "H", "H", "H", "H", "H", "H", "H", "H", "H", "H", "H", "H", "H", "H", "H", "H", "H", "H", "H", "H", "H", "H", "H", "H", "H", "H"], "positions_angstrom": [[-5.05, 2.92, -1.78], [-2.23, 0.22, 0.80], [1.33, 3.39, -0.54], [-2.30, 3.63, 3.06], [-2.43, 0.05, -0.65], [-3.36, 0.97, 1.26], [3.04, 2.58, -3.52], [-5.17, -3.30, 1.49], [-4.52, -1.22, -7.50], [0.44, -3.47, 3.27], [-2.12, -0.97, 1.51], [-2.67, 0.65, 10.13], [-1.07, 1.12, 0.98], [4.10, 2.04, -2.69], [-1.86, 2.77, 6.97], [-3.88, -0.22, -5.08], [6.04, 2.64, -4.28], [5.04, 4.26, -2.61], [4.12, 0.55, -2.68], [5.32, 2.80, -2.89], [-5.51, -4.24, 2.56], [4.47, -0.02, -4.09], [-4.51, -2.32, -8.36], [-1.79, 1.51, 9.24], [6.47, 0.87, -1.71], [-2.64, 1.94, 7.92], [-1.95, -0.02, 11.16], [1.73, -4.51, 1.56], [-3.30, 0.38, -6.25], [-3.18, -0.76, -7.23], [-1.96, 1.09, -6.07], [6.35, 2.32, -1.75], [1.70, -3.37, 2.66], [5.09, 0.03, -1.62], [2.71, 0.00, -2.24], [-6.16, -3.45, 3.73], [-2.97, 0.65, 7.11], [-0.84, 1.02, 9.02], [0.93, -4.54, 0.82], [2.41, 0.13, -1.21], [-1.11, -0.39, 10.56], [1.94, 0.58, -2.76], [5.38, -1.00, -1.79], [-1.50, 0.72, 11.83], [4.13, 0.65, -4.88], [-2.17, 1.88, -5.35], [-1.31, 3.45, 7.47], [2.66, -4.35, 1.01], [4.60, 0.05, -0.65], [-3.98, 1.07, -6.75], [4.34, 4.65, -3.35], [-1.43, 1.55, -6.90], [-4.70, -3.23, -7.78], [-6.72, -4.12, 4.39], [-2.69, -0.36, -8.12], [6.18, 2.78, -0.78], [-6.13, -5.03, 2.14], [-3.21, -0.43, -4.36], [-1.59, 2.46, 9.73], [4.65, 4.45, -1.61], [-4.39, -0.99, -5.49], [6.93, 2.01, -4.23], [-3.62, 0.17, 7.85], [2.53, -1.02, -2.60], [-4.49, -2.69, 1.74], [7.03, 0.62, -0.80], [-1.20, 2.02, 6.78], [-1.27, 0.44, -5.54], [6.54, 3.56, -4.60], [-4.59, -4.74, 2.86], [2.45, -3.54, 3.45], [7.23, 0.46, -2.38], [5.56, 2.19, -5.15], [1.60, -5.49, 2.02], [-3.51, 2.51, 8.25], [-0.31, -3.14, 2.78], [6.03, 4.72, -2.63], [5.55, -0.05, -4.18], [-2.43, -0.84, 11.68], [-5.29, -2.23, -9.12], [3.30, 2.45, -4.44], [-3.47, 0.80, 6.15], [7.39, 2.55, -1.98], [1.80, -2.44, 2.11], [-2.04, 0.09, 7.05], [-2.68, -1.58, -6.72], [-3.62, -2.58, -8.94], [-5.45, -2.94, 4.37], [-6.91, -2.77, 3.33], [4.14, -1.06, -4.16]]}

***

Entry 5:
{"formula": "C21H54BCrF10N5O10S2", "method": "ωB97M-V with the def2-TZVPD basis set", "gap_ev": [4.52, 5.59], "e_homo_ev": [-10.23, -10.23], "total_charge": 1, "molar_mass_g_mol": 853.610, "spin_multiplicity": 4, "symbols": ["Cr", "S", "S", "F", "F", "F", "F", "F", "F", "F", "F", "F", "F", "O", "O", "O", "O", "O", "O", "O", "O", "O", "O", "N", "N", "N", "N", "N", "C", "C", "C", "C", "C", "C", "C", "C", "C", "C", "C", "C", "C", "C", "C", "C", "C", "C", "C", "C", "C", "B", "H", "H", "H", "H", "H", "H", "H", "H", "H", "H", "H", "H", "H", "H", "H", "H", "H", "H", "H", "H", "H", "H", "H", "H", "H", "H", "H", "H", "H", "H", "H", "H", "H", "H", "H", "H", "H", "H", "H", "H", "H", "H", "H", "H", "H", "H", "H", "H", "H", "H", "H", "H", "H", "H"], "positions_angstrom": [[-13.08, -19.06, 11.34], [-13.87, -21.71, 13.08], [-12.08, -20.18, 14.30], [-12.52, -19.14, 16.66], [-11.46, -22.59, 12.29], [-12.29, -23.80, 13.87], [-15.94, -18.68, 13.68], [-13.13, -23.92, 11.92], [-16.68, -17.43, 11.97], [-15.05, -19.08, 11.64], [-13.38, -18.05, 14.96], [-14.31, -19.81, 15.75], [-17.24, -19.67, 12.03], [-10.94, -19.30, 14.12], [-11.07, -19.95, 10.88], [-14.71, -21.72, 11.89], [-18.42, -20.87, 16.78], [-11.80, -21.45, 14.92], [-14.58, -22.01, 14.26], [-17.17, -24.25, 7.71], [-18.65, -14.57, 14.62], [-14.22, -17.22, 10.31], [-18.21, -15.05, 11.16], [-12.91, -20.22, 12.93], [-12.35, -17.37, 12.38], [-19.07, -23.27, 15.67], [-16.39, -21.11, 9.40], [-13.63, -20.20, 9.69], [-17.75, -19.91, 17.56], [-17.85, -22.83, 10.45], [-12.58, -23.10, 12.81], [-12.98, -15.13, 13.19], [-13.15, -19.24, 15.52], [-17.68, -21.32, 15.69], [-18.40, -15.95, 14.93], [-16.81, -22.52, 9.38], [-18.44, -22.28, 14.77], [-17.23, -24.60, 6.35], [-13.90, -16.00, 10.97], [-18.22, -13.70, 11.50], [-13.45, -16.35, 12.37], [-17.26, -22.88, 7.97], [-19.25, -16.86, 14.03], [-9.70, -19.84, 11.29], [-12.66, -21.30, 9.62], [-12.90, -22.17, 8.39], [-19.44, -21.54, 13.87], [-11.22, -20.87, 9.79], [-15.20, -17.19, 9.29], [-16.30, -18.71, 12.32], [-14.38, -16.62, 12.88], [-17.63, -22.77, 14.21], [-19.91, -20.75, 14.46], [-15.89, -23.08, 9.59], [-12.28, -17.55, 13.38], [-17.37, -19.14, 16.87], [-17.28, -20.50, 15.08], [-10.82, -20.39, 8.88], [-18.95, -21.07, 13.02], [-14.78, -15.36, 10.96], [-9.59, -19.02, 11.99], [-16.85, -20.27, 18.08], [-20.16, -22.20, 13.38], [-12.31, -14.47, 12.64], [-16.89, -25.63, 6.22], [-12.83, -21.59, 7.47], [-9.43, -20.74, 11.84], [-12.76, -21.97, 10.47], [-13.83, -14.58, 13.57], [-18.71, -17.79, 13.83], [-18.46, -19.54, 18.30], [-14.53, -20.75, 9.68], [-9.06, -19.70, 10.42], [-18.47, -16.16, 16.00], [-19.37, -14.23, 15.17], [-18.74, -13.33, 12.39], [-12.40, -15.45, 14.06], [-18.29, -22.53, 7.84], [-16.16, -16.80, 9.64], [-17.36, -16.00, 14.58], [-20.16, -17.13, 14.57], [-17.26, -13.16, 11.56], [-17.90, -15.68, 11.82], [-16.47, -20.77, 10.36], [-16.60, -23.96, 5.72], [-13.75, -19.74, 8.79], [-14.90, -16.55, 8.46], [-13.84, -22.70, 8.52], [-18.77, -13.23, 10.68], [-11.49, -16.89, 12.14], [-18.78, -22.32, 10.19], [-10.57, -21.75, 9.86], [-18.28, -24.64, 6.03], [-19.47, -22.70, 16.42], [-17.98, -23.91, 10.59], [-17.05, -20.51, 8.90], [-17.44, -22.52, 11.42], [-13.07, -15.45, 10.50], [-16.67, -22.35, 7.20], [-19.78, -23.80, 15.19], [-15.41, -18.20, 8.95], [-12.13, -22.95, 8.34], [-19.48, -16.44, 13.06], [-16.76, -21.84, 16.00]]}

***

DFT total energy? In order: -167915.9150 -113990.7397 -57593.6814 -70339.8128 -128518.4832 eV.
Strongest force on any atom? In order: 2.9 3.5 7.1 4.3 3.7 eV/A.